Record 1
A cluster of 2 separate species, C6H4N2O5 in total. Source: the OMol25 dataset; level of theory: the ωB97M-V functional and the def2-TZVPD basis.

**SMILES**: O=C1C=CC(=O)O1.O=C/C=N\N=O
**LUMO**: -1.27 eV
**Relative energy (zero: lowest compared OMol25 entry of this formula, charge and spin)**: 17.2 kcal per mole
**Kohn-Sham gap**: 7.61 eV

CARTESIAN COORDINATES (ANGSTROEM)
O (2.3191, 1.3041, -0.2922)
C (2.2897, 0.3103, -0.9571)
C (1.7924, 0.1225, -2.3747)
C (1.7227, -1.1730, -2.6639)
C (2.2740, -1.8474, -1.4729)
O (2.5627, -2.9961, -1.3938)
O (2.4796, -0.9179, -0.4904)
H (1.4172, 1.0282, -2.8657)
H (1.5660, -1.7976, -3.5208)
O (-1.5053, 0.2358, -1.2218)
C (-1.1539, -0.9632, -1.1405)
C (-1.4443, -1.5755, 0.0510)
N (-1.9893, -0.7744, 0.9596)
N (-2.1559, 0.4069, 0.6242)
O (-2.5761, 1.4923, 0.8816)
H (-0.5206, -1.5143, -1.7924)
H (-1.4798, -2.6794, 0.3622)

Atoms 1-2, force components in eV/Å:
O 0.45 -0.56 -0.51
C -1.79 1.17 -0.73

Record 2
A cluster of 2 separate species, C6H12O4 in total. Source: the OMol25 dataset; level of theory: the ωB97M-V functional and the def2-TZVPD basis.

**SMILES**: COC(C)=O.COC(C)=O
**LUMO**: 0.62 eV
**Relative energy (zero: lowest compared OMol25 entry of this formula, charge and spin)**: 29.3 kcal per mole
**Kohn-Sham gap**: 10.86 eV

CARTESIAN COORDINATES (ANGSTROEM)
C (-0.4442, 0.5118, 2.9980)
O (-0.9864, 0.4749, 1.6177)
C (-1.8099, 1.3541, 1.1039)
C (-2.3129, 0.9057, -0.2718)
O (-2.2425, 2.3175, 1.7112)
H (0.3869, -0.1762, 3.2270)
H (-1.2882, 0.2799, 3.6692)
H (-0.1108, 1.5444, 3.1960)
H (-3.0882, 1.6582, -0.4942)
H (-2.8016, -0.0742, -0.1389)
H (-1.6265, 0.8427, -1.1328)
C (2.4326, 0.6699, -1.0557)
O (1.5262, -0.3764, -0.8376)
C (1.6222, -1.4640, -1.5280)
C (0.2811, -2.2331, -1.6880)
O (2.6768, -1.9429, -1.9969)
H (3.1266, 0.5744, -1.9077)
H (3.0232, 0.8130, -0.1352)
H (1.8037, 1.5623, -1.2125)
H (-0.4743, -1.5845, -2.1626)
H (-0.0702, -2.5011, -0.6774)
H (0.3763, -3.1564, -2.2838)

Atoms 1-2, force components in eV/Å:
C -1.31 1.47 -0.06
O 2.29 -2.11 0.90

Record 3
A cluster of 3 separate species, C29H62NO3SSi in total. Source: the OMol25 dataset; level of theory: the ωB97M-V functional and the def2-TZVPD basis.

**LUMO**: -3.66 eV
**Kohn-Sham gap**: 8.35 eV
**Total charge**: +1

CARTESIAN COORDINATES (ANGSTROEM)
C (-6.1264, 4.6251, 1.3630)
O (-6.5480, 3.2952, 1.1081)
C (-5.4820, 2.4463, 0.7794)
C (-5.9991, 1.1401, 0.2262)
C (-4.8489, 0.3524, -0.3825)
C (-5.2115, -1.0912, -0.7102)
C (-4.5061, -1.6105, -1.9656)
C (-3.0025, -1.9278, -1.8329)
C (-2.0855, -1.0693, -2.7172)
N (-1.3437, -0.1316, -1.8603)
C (-0.5555, 1.0036, -2.3551)
C (-0.9080, 1.5067, -3.7611)
C (-1.2895, 2.9912, -3.7308)
C (-2.7307, 3.1799, -3.3055)
O (-3.5642, 2.8342, -4.4060)
C (-4.8302, 2.4728, -4.0105)
O (-5.8473, 3.0759, -4.3540)
C (-1.3780, -0.4039, -0.5982)
Si (-0.5627, 0.5617, 0.8609)
C (-1.4797, 2.2143, 0.9310)
C (1.2596, 0.9080, 0.5920)
C (-0.9415, -0.3623, 2.4359)
S (-2.2568, -1.7976, -0.1733)
H (-6.1876, 5.2159, 0.4542)
H (-5.0895, 4.6364, 1.6943)
H (-6.7227, 5.0460, 2.1588)
H (-4.8848, 2.9190, -0.0086)
H (-4.8533, 2.2449, 1.6475)
H (-6.4662, 0.5616, 1.0173)
H (-6.7755, 1.3327, -0.5061)
H (-4.0393, 0.3750, 0.3451)
H (-4.4852, 0.8905, -1.2579)
H (-4.9903, -1.7358, 0.1333)
H (-6.2781, -1.1738, -0.8794)
H (-4.9868, -2.5392, -2.2417)
H (-4.6720, -0.8794, -2.7466)
H (-2.8906, -2.9367, -2.2090)
H (-1.4515, -1.6104, -3.4053)
H (-2.7509, -0.4744, -3.3361)
H (0.4792, 0.6755, -2.3681)
H (-0.6036, 1.8386, -1.6691)
H (-1.7164, 0.9583, -4.2235)
H (-0.0508, 1.4171, -4.4148)
H (-0.6477, 3.5315, -3.0420)
H (-1.1449, 3.4300, -4.7086)
H (-2.9405, 2.5255, -2.4532)
H (-2.9191, 4.2048, -3.0031)
H (-4.8649, 1.5494, -3.4132)
H (-0.8669, 3.0427, 0.6005)
H (-2.3479, 2.1757, 0.2731)
H (-1.8701, 2.3816, 1.9256)
H (1.7395, 0.8737, 1.5638)
H (1.3521, 1.9334, 0.2540)
H (1.7736, 0.2464, -0.0917)
H (-0.5426, -1.3710, 2.4295)
H (-2.0112, -0.4339, 2.5969)
H (-0.5165, 0.2079, 3.2522)
C (2.0839, -3.2919, 2.2959)
C (2.1898, -4.6137, 3.0498)
C (1.4150, -4.6200, 4.3668)
C (1.8884, -3.5940, 5.3978)
C (3.3608, -3.7086, 5.7903)
C (3.7116, -5.0407, 6.4470)
H (2.5023, -2.4623, 2.8685)
H (2.6268, -3.3432, 1.3502)
H (1.0383, -3.0614, 2.0705)
H (3.2417, -4.8473, 3.2281)
H (1.8023, -5.4151, 2.4161)
H (1.4638, -5.6220, 4.7992)
H (0.3556, -4.4372, 4.1563)
H (1.2730, -3.6982, 6.2961)
H (1.6995, -2.5829, 5.0226)
H (3.5957, -2.8993, 6.4858)
H (3.9987, -3.5512, 4.9160)
H (3.1159, -5.1979, 7.3478)
H (4.7630, -5.0634, 6.7340)
H (3.5390, -5.8823, 5.7749)
C (8.1557, 1.4498, -1.7120)
C (6.7925, 2.1156, -1.8785)
C (5.7347, 1.5802, -0.9144)
C (5.4123, 0.0934, -1.0735)
C (4.9388, -0.3177, -2.4668)
C (3.6412, 0.3646, -2.8876)
H (8.1129, 0.3793, -1.9173)
H (8.8821, 1.8836, -2.3991)
H (8.5332, 1.5866, -0.6972)
H (6.4536, 2.0023, -2.9120)
H (6.9004, 3.1895, -1.7096)
H (4.8188, 2.1686, -1.0313)
H (6.0708, 1.7527, 0.1123)
H (4.6403, -0.1743, -0.3429)
H (6.2896, -0.5016, -0.8100)
H (4.7888, -1.4001, -2.4756)
H (5.7143, -0.1133, -3.2079)
H (2.8400, 0.1340, -2.1772)
H (3.3265, 0.0175, -3.8737)
H (3.7494, 1.4490, -2.9403)

Atoms 1-2, force components in eV/Å:
C 0.34 -0.39 -0.03
O -0.11 -0.06 0.29

Record 4
A structure of composition C23H26FN3O2. Source: the OMol25 dataset; level of theory: the ωB97M-V functional and the def2-TZVPD basis.

**LUMO**: 0.20 eV
**Relative energy (zero: lowest compared OMol25 entry of this formula, charge and spin)**: 468.0 kcal per mole
**Kohn-Sham gap**: 7.67 eV

CARTESIAN COORDINATES (ANGSTROEM)
O (3.0947, 2.5760, -0.7240)
C (2.1681, 2.5917, -0.1743)
N (2.0692, 2.2869, 1.0830)
H (1.0637, 2.2031, 1.5323)
C (3.0316, 1.4436, 1.6990)
H (3.7978, 1.4964, 1.2148)
H (3.1685, 2.1477, 2.8617)
C (2.6508, 0.2373, 2.2483)
C (2.3980, -0.7283, 1.1627)
C (1.3113, -1.3842, 0.8893)
N (1.4054, -1.9575, -0.1649)
C (2.6765, -2.0216, -0.6444)
C (3.4787, -2.9542, -1.6768)
C (4.8302, -2.4518, -1.6471)
C (5.4678, -1.6964, -0.9362)
C (4.7429, -1.0604, 0.3308)
C (3.4780, -1.4010, 0.4008)
H (5.3063, -0.4243, 0.9587)
H (6.6441, -1.4212, -1.0003)
H (5.3371, -2.9834, -2.3508)
H (2.8910, -3.4434, -2.3284)
H (0.6370, -2.6221, -0.4679)
H (0.2923, -1.1132, 1.3918)
H (3.4418, -0.0698, 3.1665)
H (1.7737, 0.4335, 2.7526)
C (0.7848, 3.1730, -0.7432)
N (-0.3835, 2.0461, -0.4906)
C (-0.1974, 1.1746, -1.3117)
C (-1.5623, 0.0883, -1.0637)
H (-1.1563, -0.9642, -1.0586)
H (-2.1061, 0.3740, -2.0989)
C (-2.3223, 0.4583, -0.0389)
C (-3.4253, -0.4295, 0.2872)
C (-3.5840, -1.3761, 1.3906)
C (-4.6458, -2.1956, 1.5987)
C (-5.5511, -2.0527, 0.6641)
C (-5.4874, -1.4868, -0.6970)
C (-4.4580, -0.5997, -0.4209)
F (-4.4454, 0.1511, -1.8165)
H (-6.3755, -1.4349, -1.2064)
H (-6.3350, -3.0172, 0.9231)
H (-4.8040, -2.6456, 2.7368)
H (-2.8966, -1.1892, 2.1967)
C (-2.8281, 1.8026, -0.0172)
C (-1.8151, 2.8686, -0.8024)
H (-1.7589, 2.8160, -1.8221)
H (-1.6523, 3.7097, -0.2765)
H (-2.8453, 2.1624, 1.0039)
H (-3.6794, 2.0880, -0.7134)
O (-1.5932, 0.4430, 1.2789)
H (-0.7236, 1.0650, 1.0263)
H (-0.0234, 1.3014, -2.3899)
H (0.8367, 0.5509, -1.0028)
H (0.5562, 4.0128, -0.1266)
H (0.9682, 3.2903, -1.6882)

Atoms 1-2, force components in eV/Å:
O 14.52 -0.30 -9.70
C -14.79 1.97 5.17

Record 5
An isolated molecule of CH2N2O3. Source: the OMol25 dataset; level of theory: the ωB97M-V functional and the def2-TZVPD basis.

**SMILES**: O=NC[N+](=O)[O-]
**LUMO (spin up / spin down)**: -0.81 / -0.81 eV
**Relative energy (zero: lowest compared OMol25 entry of this formula, charge and spin)**: 102.6 kcal per mole
**Kohn-Sham gap (spin up / spin down)**: 9.15 / 9.15 eV

CARTESIAN COORDINATES (ANGSTROEM)
O (-1.5283, 1.6464, 0.7044)
N (-1.2814, 0.9092, -0.1543)
C (0.3690, 0.3811, 0.0826)
N (0.3289, -1.0669, -0.2613)
O (0.8373, -1.4419, -1.2794)
O (-0.0216, -1.8111, 0.5966)
H (0.7245, 0.7688, -0.7821)
H (0.5717, 0.6143, 1.0935)

Atoms 1-2, force components in eV/Å:
O -0.70 0.59 0.28
N 2.09 -0.94 0.52